56
Properties=species:S:1:pos:R:3:forces:R:3:mulliken_charge:R:1 method="wB97M-V/def2-TZVPD" lumo_energy_ev=-0.5 spin_multiplicity=1 e_above_lowest_kcal_mol=66.05 homo_ev=-8.272
C 4.10547 0.72266 1.58566 0.1 0.0 0.0 -0.697
H 3.82568 0.62380 0.53890 0.1 0.1 0.0 0.205
O 3.30746 -0.20254 2.29244 -0.2 0.0 0.1 -0.276
C 3.64528 -0.33063 3.65136 0.0 0.1 0.3 -0.475
C 3.15770 0.84164 4.51995 0.6 -0.1 -0.6 -1.076
N 1.73685 1.04795 4.47404 -0.4 0.9 -0.7 0.273
S 1.10158 2.21643 3.48058 0.0 0.0 0.4 1.390
O -0.06048 2.74643 4.13422 -0.1 -0.3 -0.1 -0.762
O 2.17053 3.11178 3.13735 0.0 -0.3 -0.2 -0.729
C 0.54417 1.40201 1.98088 0.2 0.3 0.3 0.090
C 1.11428 1.76394 0.77620 0.1 0.1 0.0 -0.877
C 0.69286 1.16168 -0.39463 -0.2 -0.2 0.0 -0.771
C -0.31787 0.20085 -0.35875 0.1 0.0 0.4 0.830
C -0.89028 -0.14315 0.86893 0.0 0.0 -0.1 -1.068
C -0.47018 0.46461 2.03611 -0.1 0.0 0.0 -0.585
H -0.93197 0.21277 2.97619 -0.1 -0.1 0.1 0.659
H -1.67323 -0.88477 0.89360 0.0 -0.1 0.0 0.490
C -0.80029 -0.48466 -1.56347 -0.1 -0.1 -0.4 0.889
C -0.79889 0.07939 -2.81932 -0.2 -0.7 0.3 0.181
C -0.38292 1.38782 -3.11268 0.0 0.4 0.0 -0.209
N -0.08830 2.43607 -3.48174 0.1 0.3 -0.1 -0.618
C -1.31305 -0.66436 -3.94822 -0.1 -0.2 -0.2 0.158
N -1.78754 -1.88954 -3.86319 0.2 0.2 0.6 -0.537
C -2.17425 -2.23732 -5.13020 0.0 0.3 -0.7 0.412
C -2.73938 -3.41289 -5.61075 0.1 0.1 0.0 -0.792
C -3.02780 -3.47436 -6.95766 -0.1 -0.2 0.0 -0.483
C -2.76693 -2.40402 -7.81602 0.0 0.1 -0.1 -0.434
C -2.20591 -1.22815 -7.35832 0.0 0.1 0.0 -0.952
C -1.91337 -1.15762 -6.00717 -0.3 -0.8 0.1 0.578
N -1.36534 -0.17462 -5.22196 0.1 0.1 0.3 -0.083
H -1.06281 0.74085 -5.51191 0.0 0.0 0.1 0.285
H -2.00435 -0.40052 -8.02111 0.0 0.1 -0.1 0.386
H -3.01083 -2.50009 -8.86323 0.0 0.0 -0.1 0.382
H -3.46762 -4.37244 -7.36481 0.0 -0.1 0.0 0.378
H -2.93998 -4.23799 -4.94656 0.0 -0.1 0.1 0.431
O -1.27725 -1.70053 -1.35804 0.2 0.3 0.1 -0.621
H -1.59376 -2.08466 -2.23221 0.0 0.0 -0.1 0.665
H 1.16133 1.42720 -1.32882 0.1 0.0 0.0 0.495
H 1.88122 2.52075 0.77093 0.1 0.1 -0.1 0.638
C 0.85378 0.30053 5.32398 -0.5 -0.4 0.1 -0.880
H -0.07066 0.88250 5.36204 0.0 -0.2 0.2 0.583
C 0.52443 -1.12251 4.81050 0.1 0.1 0.0 -0.696
O -0.85805 -1.38746 4.77171 -0.1 0.0 -0.2 -0.353
C -1.44658 -1.58026 6.03570 0.0 0.0 0.0 -0.803
H -0.95528 -2.39848 6.57629 0.0 0.0 0.0 0.320
H -2.48645 -1.84232 5.85139 0.0 0.0 0.1 0.256
H -1.40531 -0.67464 6.64949 0.0 0.0 0.0 0.328
H 1.03031 -1.88164 5.42564 0.0 0.0 -0.1 0.437
H 0.86271 -1.22004 3.77626 0.1 0.0 0.1 0.471
H 1.28037 0.25990 6.33293 0.0 0.1 -0.1 0.278
H 3.60959 1.77180 4.17155 0.2 -0.2 0.2 0.469
H 3.46776 0.66748 5.55610 -0.1 0.1 0.0 0.446
H 4.73627 -0.42102 3.76776 -0.1 0.0 0.0 0.437
H 3.17966 -1.26207 3.98122 0.1 0.0 0.1 0.301
H 3.92896 1.75019 1.91603 0.0 0.0 0.0 0.283
H 5.16966 0.48337 1.70223 0.0 0.0 0.0 0.355

---

35
Properties=species:S:1:pos:R:3:forces:R:3:mulliken_charge:R:1 method="wB97M-V/def2-TZVPD" lumo_energy_ev=0.5 spin_multiplicity=1 e_above_lowest_kcal_mol=0.00 homo_ev=-8.716
C -1.66536 0.36943 -0.97541 -0.5 -0.3 0.2 -0.619
N -0.27381 0.64818 -0.53107 -0.6 0.3 -1.1 0.130
C 0.62935 0.85874 -1.67378 0.6 1.8 0.1 -0.842
C 2.02857 1.30455 -1.16901 0.6 -0.2 -0.2 -0.553
C 2.73769 0.21962 -0.28156 0.2 0.4 -1.7 -0.605
N 2.86800 -1.08906 -0.92343 -1.0 -0.1 2.0 -0.560
C -2.64601 0.92096 0.07688 -0.4 -0.4 0.0 -0.695
N -2.52135 0.13176 1.34549 -2.5 -0.9 -2.1 -0.574
H -1.89475 0.91722 -1.91131 0.5 -0.3 0.4 0.477
H -1.86718 -0.74486 -1.18318 0.3 1.6 0.3 0.244
H 0.07206 -0.13119 0.00108 0.1 -0.4 0.2 -0.082
H 0.68646 0.00503 -2.31836 0.2 -0.8 -0.3 0.346
H 0.21588 1.67898 -2.31834 0.2 -0.5 0.7 0.439
H 2.71939 1.54185 -2.02825 -0.8 -0.2 0.6 0.358
H 1.92285 2.23518 -0.57213 0.0 -0.4 -0.3 0.255
H 2.15389 0.13330 0.61016 0.0 -0.3 0.9 0.332
H 3.76569 0.54981 -0.06327 -0.5 0.1 0.3 0.321
H 1.97071 -1.55054 -1.03823 0.1 0.1 -0.1 0.262
H 3.30210 -1.01745 -1.79175 0.8 0.2 -1.7 0.235
H -2.46508 2.01820 0.24549 -0.1 -1.0 -0.2 0.270
H -3.68022 0.78942 -0.31840 0.7 0.2 0.3 0.469
H -1.87770 0.56098 1.92023 1.5 1.2 1.8 0.186
H -3.43654 0.05211 1.81687 0.9 0.2 -0.3 0.222
H -0.18341 1.76987 1.03850 0.2 0.2 0.5 0.403
H 0.50918 2.46894 2.31744 -0.6 -0.4 -0.5 0.302
O -0.28163 1.98663 2.00746 0.5 0.1 -0.1 -0.766
H 0.21901 0.09655 2.73030 0.0 -0.2 -0.1 0.345
H 0.07754 -1.33925 2.17292 -0.4 -0.4 -0.8 0.437
O 0.41265 -0.83677 2.90148 0.7 0.8 1.3 -0.711
H 0.50457 -3.38343 -1.45098 -0.6 1.0 0.3 0.281
H -0.28379 -2.26802 -0.59268 0.3 -0.9 -0.3 0.429
O 0.13157 -2.47495 -1.46194 0.4 -0.5 -0.3 -0.672
H -1.64608 -1.42456 0.98601 -0.3 0.2 0.4 0.400
H -1.27688 -2.89240 1.47507 0.7 1.4 -1.0 0.273
O -0.92737 -2.10485 0.95770 -0.9 -1.8 0.8 -0.738

---

13
Properties=species:S:1:pos:R:3:forces:R:3:mulliken_charge:R:1 method="wB97M-V/def2-TZVPD" lumo_energy_ev="-4.1 / -6.4" spin_multiplicity=3 e_above_lowest_kcal_mol=20.70 charge=+1 homo_ev="-11.376 / -14.437"
C 0.79366 -0.18083 0.38260 2.6 1.0 0.0 -0.148
C -0.37803 0.43186 0.88085 -3.8 0.0 1.6 -0.019
N -1.59354 0.20456 0.04283 4.2 0.8 -0.4 -0.186
N 0.17467 0.02187 -1.85064 3.0 -0.6 -0.4 -0.485
N 1.98027 0.04874 0.90001 1.4 -1.4 -2.7 -0.302
P -1.26310 -0.34213 -1.45850 -3.8 0.2 -1.5 0.195
H -0.47563 -0.17013 1.78808 -0.4 -0.7 0.3 0.301
H -0.42292 1.39601 1.43528 0.8 0.2 -1.2 0.376
H -2.47310 0.00043 0.37656 -2.0 -0.3 1.5 0.259
H 0.63477 -0.31690 -2.73046 -0.6 0.4 1.4 0.276
H 2.25127 0.91384 1.38147 -0.4 -0.3 -0.1 0.268
H 2.82039 -0.46268 0.42798 -2.0 1.1 1.4 0.339
H -2.04870 -1.54463 -1.57608 0.9 -0.3 0.1 0.127

---

12
Properties=species:S:1:pos:R:3:forces:R:3:mulliken_charge:R:1 method="wB97M-V/def2-TZVPD" lumo_energy_ev=0.3 spin_multiplicity=1 e_above_lowest_kcal_mol=175.78 homo_ev=-9.700
C -2.11249 -0.34423 0.63589 1.2 -0.5 2.7 -0.467
C 1.91979 0.21208 0.13469 -3.6 -0.7 1.0 -0.306
C 0.47866 0.92215 -0.02835 2.3 0.2 -0.6 0.498
H -1.33566 0.44151 1.33284 -3.4 -2.2 -1.2 0.219
H -1.85779 -1.48618 0.95457 -1.2 2.7 -0.2 0.239
H -3.21355 -0.11668 0.42149 1.6 -0.3 1.2 0.261
H 2.70474 0.53086 0.78257 0.9 0.6 -0.6 0.324
N -0.22086 -0.18687 -0.42390 1.0 4.4 -1.3 0.472
N 1.70953 -1.08805 0.12749 0.2 2.5 0.4 -0.197
O -1.52919 -0.18529 -0.61956 0.4 -0.6 -1.1 -0.319
O 0.40468 -1.27598 -0.11775 0.1 -5.5 -0.4 -0.158
O 0.07023 2.06313 0.00357 0.5 -0.7 0.2 -0.565

---

14
Properties=species:S:1:pos:R:3:forces:R:3:mulliken_charge:R:1 method="wB97M-V/def2-TZVPD" lumo_energy_ev="0.2 / -0.1" spin_multiplicity=2 e_above_lowest_kcal_mol=42.78 homo_ev="-4.001 / -7.916"
O 2.12737 1.06307 0.41475 0.3 1.1 0.8 -0.741
C 1.54853 -0.01951 0.10104 -1.4 0.1 0.0 -0.398
C -0.00371 -0.10406 0.36325 2.6 -0.8 -0.5 -0.135
C -0.66618 -0.44547 -0.95222 -0.4 -1.1 -0.1 -0.828
O -0.19845 -1.73204 -1.33974 0.2 0.2 -0.5 -0.435
N -0.46691 1.22268 0.90852 0.1 -1.3 0.1 -0.258
H 2.06760 -0.86270 -0.36176 -0.4 0.0 0.1 0.435
H -0.17438 -0.90419 1.11543 -0.6 0.5 0.0 0.186
H -0.36161 0.19944 -1.78843 -0.1 0.2 0.5 0.403
H -1.75643 -0.50681 -0.86879 -0.4 0.3 -0.1 0.357
H -0.44196 -2.38967 -0.68912 -0.2 -0.1 0.3 0.302
H 0.19973 1.55577 1.61223 0.7 0.2 -0.6 0.369
H -0.52033 1.82955 0.09494 0.1 0.6 0.3 0.339
H -1.35327 1.09396 1.38991 -0.4 0.2 -0.3 0.404

---

16
Properties=species:S:1:pos:R:3:forces:R:3:mulliken_charge:R:1 method="wB97M-V/def2-TZVPD" lumo_energy_ev=-7.0 spin_multiplicity=1 e_above_lowest_kcal_mol=22.39 charge=+1 homo_ev=-10.669
C -1.88307 0.87268 0.87213 0.0 -2.4 4.0 0.563
C -2.76358 -0.77851 -0.99711 0.2 2.4 -0.3 0.199
C -1.92078 2.13315 0.04525 1.4 0.8 -0.5 0.260
C -2.87124 -1.73929 0.02880 1.2 -1.7 1.0 0.569
N -2.12954 -0.16328 1.40090 0.5 3.9 -2.2 0.486
N -2.64439 0.39626 -1.04258 0.0 -1.4 -0.5 0.781
N -2.40970 1.61620 -1.13583 -1.1 0.5 -1.8 -1.037
N -2.52386 -1.37290 1.30572 -0.9 -2.1 -0.9 -0.771
N -3.03885 -3.04297 -0.27903 -0.2 4.2 -5.4 -0.353
N 7.53918 1.40832 0.03595 5.3 -1.3 1.8 -0.567
O -1.47869 3.21566 0.23406 -0.7 -1.0 0.5 -0.330
H -3.38793 -3.19459 -1.32160 0.9 -0.1 3.3 0.335
H -3.37855 -3.52665 0.44792 -1.4 -3.1 3.0 0.298
H 8.08159 1.00603 0.85400 -1.2 0.8 -1.6 0.197
H 8.21499 1.77720 -0.65410 -2.0 -0.1 0.5 0.209
H 6.59442 1.39269 0.20552 -2.1 0.6 -0.6 0.162

---

87
Properties=species:S:1:pos:R:3:forces:R:3:mulliken_charge:R:1 method="wB97M-V/def2-TZVPD" lumo_energy_ev=-4.2 spin_multiplicity=1 e_above_lowest_kcal_mol=0.34 charge=+1 homo_ev=-9.794
F 2.49867 1.71557 1.34724 0.1 -0.1 -0.1 -0.337
C 3.24406 2.45188 0.41590 0.2 0.2 -0.3 -0.206
C 2.37663 3.55496 -0.18671 0.0 -0.3 0.0 -1.082
C 1.28348 4.06763 0.76718 0.0 0.3 -0.3 -0.704
C -0.07734 3.46721 0.53576 -0.1 0.0 0.1 0.370
C -1.23999 4.23836 0.53376 0.0 -0.1 0.0 -0.558
C -2.48779 3.66548 0.30986 0.2 0.2 0.1 -0.732
C -2.56851 2.31677 0.10144 -0.2 -0.2 -0.1 -0.249
N -1.44476 1.58563 0.12263 0.0 0.0 0.0 0.099
C -0.22786 2.10960 0.33116 -0.1 0.0 0.0 -0.216
H 4.12307 2.85912 0.91208 -0.1 0.0 0.3 0.347
H 3.60012 1.76035 -0.34633 0.0 -0.1 0.0 0.280
H 3.01937 4.38715 -0.46504 0.1 0.0 0.0 0.428
H 1.93250 3.20078 -1.11792 -0.1 0.0 0.0 0.450
H 1.18853 5.14241 0.62420 0.0 0.1 0.1 0.491
H 1.56792 3.89991 1.80468 0.0 0.0 0.1 0.368
H -1.17307 5.30476 0.70663 0.0 0.0 0.0 0.451
H -3.38822 4.26001 0.30270 0.0 0.0 0.0 0.460
H -3.49878 1.80278 -0.08604 0.0 -0.1 0.0 0.394
H -1.51894 0.58322 -0.01162 0.0 0.0 0.0 0.313
H 0.61157 1.43241 0.34045 0.0 -0.1 0.0 0.502
C -6.68553 0.56127 -1.45248 0.0 0.0 0.0 -0.930
C -6.47603 -0.46230 -2.55869 0.0 0.0 0.0 -0.338
N -5.97344 0.12323 -3.78833 0.0 0.0 0.0 0.098
C -6.05252 -0.76811 -4.93491 -0.1 0.0 -0.1 -0.714
C -5.20089 -2.04213 -4.91716 0.0 0.0 0.0 -0.952
C -4.75625 0.89430 -3.65787 0.1 0.1 0.1 -0.907
C -3.53001 0.19247 -3.05433 0.1 0.1 0.1 -0.495
H -7.30990 1.38474 -1.79976 0.0 0.0 0.0 0.361
H -7.17917 0.09076 -0.60184 0.0 0.0 0.0 0.461
H -5.74019 0.97631 -1.09238 0.0 0.0 0.0 -0.195
H -7.43831 -0.92239 -2.79266 0.0 0.0 0.0 0.500
H -5.83490 -1.27295 -2.17435 0.0 0.0 0.0 0.186
H -5.81088 -0.18607 -5.82758 0.0 0.0 0.0 0.366
H -7.10210 -1.05395 -5.04352 0.0 0.0 0.0 0.414
H -4.14307 -1.83355 -5.07685 0.0 0.0 0.0 0.227
H -5.52193 -2.70553 -5.72102 0.0 0.0 0.0 0.397
H -5.30679 -2.59105 -3.98062 0.0 0.0 0.0 0.266
H -4.97873 1.77375 -3.04558 0.0 0.0 0.0 0.360
H -4.50075 1.29084 -4.64261 0.0 -0.1 0.0 0.381
H -3.79506 -0.37336 -2.15689 0.0 0.0 0.0 0.030
H -2.78552 0.94531 -2.77081 0.0 0.0 0.0 0.261
H -3.04582 -0.48847 -3.75129 0.0 -0.1 0.0 0.285
C -4.05126 -1.46507 1.43564 -0.1 0.0 0.0 -0.791
C -3.54687 -1.94262 2.79119 0.0 0.0 0.0 -0.552
N -2.60009 -3.03674 2.69139 0.0 0.1 0.0 0.117
C -2.33643 -3.70147 3.95798 0.0 -0.1 0.1 -0.733
C -1.64513 -2.89552 5.06284 0.0 0.0 0.0 -0.959
C -1.45339 -2.78547 1.84371 0.0 0.0 -0.1 -0.896
C -0.58300 -1.56297 2.17027 0.1 0.1 -0.2 -0.665
H -4.44551 -2.29666 0.85162 0.0 0.0 0.0 0.321
H -4.84961 -0.73408 1.57386 0.0 0.0 0.0 0.517
H -3.26082 -0.98564 0.84850 0.0 0.0 0.0 -0.269
H -4.39933 -2.30513 3.36941 0.0 0.0 0.0 0.509
H -3.14828 -1.07591 3.34555 0.0 0.0 0.0 0.251
H -1.75084 -4.59924 3.74719 0.0 0.0 0.0 0.370
H -3.29801 -4.05789 4.33704 0.0 0.0 0.0 0.416
H -0.58708 -2.73556 4.85614 0.0 0.0 0.0 0.228
H -1.70931 -3.44083 6.00503 0.0 0.0 0.0 0.398
H -2.11729 -1.92422 5.21662 0.0 0.0 0.0 0.272
H -1.81561 -2.67888 0.81678 0.0 0.0 0.0 0.386
H -0.83337 -3.68359 1.83244 0.0 0.0 0.1 0.385
H -1.19877 -0.68195 2.37525 0.0 0.0 0.0 0.170
H 0.05618 -1.33652 1.30960 0.0 0.0 0.0 0.301
H 0.07669 -1.71643 3.02135 -0.1 0.0 0.1 0.272
C 5.23961 -0.47514 1.55294 0.0 0.0 0.0 -1.237
C 6.25190 0.36834 0.79094 -0.1 0.0 0.0 -0.338
N 7.60908 -0.11344 0.92262 0.0 0.0 0.0 0.115
C 8.61102 0.83570 0.46902 0.1 0.1 0.0 -0.687
C 8.63623 1.20647 -1.01858 0.0 0.0 0.0 -0.958
C 7.82050 -1.50223 0.54624 0.0 -0.1 0.0 -0.701
C 7.43542 -1.92702 -0.87653 0.0 0.0 0.0 -0.916
H 5.53145 -0.58216 2.59791 0.0 0.0 0.0 0.327
H 4.25922 0.00119 1.52323 0.0 0.0 0.0 0.210
H 5.12929 -1.47150 1.12361 0.0 0.0 0.0 0.310
H 6.23186 1.38487 1.19767 0.1 0.0 0.0 0.403
H 5.92563 0.44850 -0.26239 0.0 0.0 0.0 0.257
H 9.59112 0.44953 0.75814 0.0 0.0 0.0 0.373
H 8.47064 1.75195 1.05130 0.0 0.0 0.0 0.395
H 9.02944 0.40087 -1.63665 0.0 0.0 0.0 0.229
H 9.28227 2.07318 -1.16748 0.0 0.0 0.0 0.403
H 7.64466 1.46978 -1.39041 0.0 0.0 0.0 0.237
H 7.27010 -2.12913 1.25166 0.0 0.0 0.0 0.352
H 8.87343 -1.73085 0.72270 0.0 0.0 0.0 0.395
H 6.44832 -1.55593 -1.15832 0.0 0.0 0.0 0.210
H 7.40225 -3.01610 -0.93578 0.0 0.0 0.0 0.375
H 8.15084 -1.58364 -1.62172 0.0 0.0 0.0 0.266